*one*
Computed, not measured: one molecule with the formula C8H10NO6, with the ωB97M-V functional and the def2-TZVPD basis.

Structure (ORCA input):
```
! RIJCOSX wB97M-V def2-TZVPD def2/J DEFGRID3
* xyz 0 2
H -2.71 2.72 -0.39
H -2.83 2.36 1.37
C -0.82 -0.97 0.43
H 1.11 0.13 0.72
H -0.55 0.43 -1.90
H 0.38 -1.96 2.00
C -0.05 0.91 -0.98
O 3.22 0.48 -1.93
H -1.21 2.81 0.61
C -2.71 -0.05 -0.68
C -1.95 0.89 0.09
H -0.21 -2.95 0.67
O 1.53 -0.88 -0.88
H -1.37 -2.39 1.94
C -0.49 -2.13 1.34
O 0.36 2.03 -0.83
O -2.59 -2.45 -0.40
H -3.65 0.13 -1.29
N 2.82 0.16 -0.84
O -1.26 0.12 1.07
H -3.46 -2.46 -0.87
C 0.56 -0.26 -0.16
C -2.18 2.28 0.47
C -1.98 -1.28 -0.55
O 3.22 0.43 0.27
*
```

Values from the calculation:
Expectation value of S² = 0.80
E_HOMO (spin up / spin down) = -7.44 / -9.03 eV

---

*two*
Computed, not measured: a 2-piece molecular cluster, C8H10NO6 overall, with the ωB97M-V functional and the def2-TZVPD basis.

Structure (ORCA input):
```
! RIJCOSX wB97M-V def2-TZVPD def2/J DEFGRID3
* xyz 0 2
C -0.22 1.79 -0.60
O -0.07 -0.66 1.28
H -1.79 -0.71 -2.20
C 2.22 -1.23 1.38
C 0.79 2.11 0.29
N -1.10 -2.76 0.87
C -1.47 0.33 -2.08
H 2.33 1.49 1.67
H -0.66 0.53 -2.79
C 1.49 1.16 1.05
O 0.15 -1.68 -0.79
C -0.98 0.51 -0.64
H -2.33 0.99 -2.26
H 1.07 3.17 0.40
C 1.21 -0.21 1.06
O -0.68 2.67 -1.49
H 1.85 -2.22 1.12
H 3.14 -1.04 0.83
O -0.55 -3.82 0.70
O -2.19 -2.33 0.54
H -2.30 -0.35 0.47
C -0.04 -0.65 -0.16
H -0.28 3.55 -1.35
O -2.06 0.57 0.23
H 2.45 -1.19 2.45
*
```

Values from the calculation:
Expectation value of S² = 0.77
E_HOMO (spin up / spin down) = -7.81 / -7.85 eV

---

Energetically preferred structure: *two* | next structure: +37.2 kcal/mol

---

*one*
Computed, not measured: a 2-piece molecular cluster, C5H16N4 overall, with the ωB97M-V functional and the def2-TZVPD basis.

Structure (ORCA input):
```
! RIJCOSX wB97M-V def2-TZVPD def2/J DEFGRID3
* xyz 0 1
H -0.72 2.44 2.25
N 0.73 -1.28 -0.59
H 1.99 -0.16 1.86
H -1.97 1.32 1.68
H 1.72 0.29 -1.24
N 1.15 1.79 0.41
N 1.15 -0.72 1.97
H -0.38 -2.13 -2.18
C -1.92 -0.87 -1.35
H -0.84 -0.75 1.41
C 0.10 -0.29 1.09
H -2.13 0.20 -1.29
H 1.04 -1.64 2.35
C -0.04 1.07 0.71
H 2.27 -1.09 -1.85
N 1.96 -0.67 -0.97
H 2.09 1.60 0.77
H -1.45 2.68 0.67
H 0.77 -2.10 0.01
C -0.49 -1.11 -1.79
H -0.17 -0.40 -2.54
C -1.10 1.91 1.36
H -2.15 -1.40 -0.43
H 1.00 2.59 -0.19
H -2.61 -1.28 -2.10
*
```

Values from the calculation:
SMILES = C/C(N)=C/N.CCNN
E_HOMO = -5.27 eV

---

*two*
Computed, not measured: C5H16N4 as an isolated structure, with the ωB97M-V functional and the def2-TZVPD basis.

Structure (ORCA input):
```
! RIJCOSX wB97M-V def2-TZVPD def2/J DEFGRID3
* xyz 0 1
C -1.58 2.39 0.45
H -1.50 2.54 1.53
H 1.75 -2.04 -1.67
C -1.42 0.93 0.08
C -1.33 0.67 -1.41
C 2.85 -0.29 -0.03
H -2.55 0.42 1.63
H 3.21 -0.14 -1.05
N 1.47 -0.74 -0.09
H -2.57 2.75 0.14
N -2.20 0.01 0.76
H 3.50 -1.00 0.49
H -0.84 3.01 -0.05
H -0.16 0.59 0.53
C 1.27 -2.05 -0.69
H -2.23 1.03 -1.91
H -1.50 -0.76 1.19
H -0.46 1.17 -1.85
N 0.72 -0.33 1.02
H 0.21 -2.24 -0.83
N -0.02 -1.18 1.68
H 0.02 -2.13 1.28
H 2.89 0.66 0.50
H 1.70 -2.87 -0.10
H -1.22 -0.39 -1.61
*
```

Values from the calculation:
E_HOMO (spin up / spin down) = -7.61 / -7.61 eV

---

Energetically preferred structure: *two* | next structure: +30.8 kcal/mol

---

*one*
Computed, not measured: one molecule with the formula C2H3IO2, with the ωB97M-V functional and the def2-TZVPD basis.

Structure (ORCA input):
```
! RIJCOSX wB97M-V def2-TZVPD def2/J DEFGRID3
* xyz 0 1
H 1.21 -0.23 1.19
O -0.58 1.56 0.03
C -0.22 0.46 -0.07
H 1.66 0.56 -0.55
H 1.11 -1.21 -0.27
I -3.11 -0.29 -0.10
C 1.14 -0.17 -0.02
O -1.21 -0.67 -0.21
*
```

Values from the calculation:
SMILES = CC(=O)OI
E_HOMO = -9.45 eV

---

*two*
Computed, not measured: C2H3IO2 as an isolated structure, with the ωB97M-V functional and the def2-TZVPD basis.

Structure (ORCA input):
```
! RIJCOSX wB97M-V def2-TZVPD def2/J DEFGRID3
* xyz 0 1
H 0.22 0.73 0.67
C -1.54 -0.48 0.50
I -2.91 -2.03 2.68
O -1.23 -1.40 2.02
H 0.35 -1.09 -0.10
C -0.23 -0.08 0.00
H -0.37 0.45 -0.82
O -2.66 -0.34 0.25
*
```

Values from the calculation:
E_HOMO = -8.68 eV

---

*three*
Computed, not measured: C2H3IO2 as an isolated structure, with the ωB97M-V functional and the def2-TZVPD basis.

Structure (ORCA input):
```
! RIJCOSX wB97M-V def2-TZVPD def2/J DEFGRID3
* xyz 0 1
I 1.29 3.21 2.66
H 1.11 -0.07 -0.80
O 1.84 0.57 1.75
H -0.57 0.72 -0.51
H 0.04 -0.80 0.01
O 0.33 2.21 1.27
C 0.32 0.23 -0.13
C 0.92 0.93 1.06
*
```

Values from the calculation:
E_HOMO = -9.68 eV

---

Energetically preferred structure: *three* | next structure: +10.2 kcal/mol